# 1
CH4N2O2 in the gas phase at a distorted geometry, computed with ωB97M-V/def2-TZVPD.

Positions of all 9 atoms, in Å:
C1 0.522 0.240 0.179
N1 -0.820 -0.295 -1.806
N2 0.039 0.496 -1.219
O1 -1.176 -0.364 -3.003
O2 0.730 1.319 -1.852
H1 -0.190 0.406 0.918
H2 1.370 0.878 0.188
H3 0.657 -0.872 0.241
H4 -1.434 -0.536 -1.089

Lowest unoccupied orbital energy (alpha / beta) ... 0.32 / 0.26 eV
HOMO level (alpha / beta) ... -8.82 / -8.66 eV
Frontier orbital gap (alpha / beta) ... 9.14 / 8.92 eV
Maximum force ... 3.36 eV/Å
Energy ... -300.30317 Eh
Net charge ... 0

---

# 2
CH4N2O2 in the gas phase at a distorted geometry, computed with ωB97M-V/def2-TZVPD.

Positions of all 9 atoms, in Å:
C1 -0.235 -0.184 0.275
H1 1.467 0.432 1.303
H2 0.261 -0.440 2.200
H3 0.610 1.281 -0.961
H4 -1.182 -0.583 -1.591
N1 0.485 0.151 1.416
N2 0.296 0.289 -0.906
O1 -1.198 -0.907 0.276
O2 -0.503 -0.040 -2.013

Lowest unoccupied orbital energy ... 0.76 eV
HOMO level ... -9.47 eV
SMILES string ... NC(=O)NO
Frontier orbital gap ... 10.23 eV
Maximum force ... 1.77 eV/Å
Energy ... -300.46753 Eh
Net charge ... 0

---

# 3
CH4N2O2S as an isolated structure at a distorted geometry, computed with ωB97M-V/def2-TZVPD.

Positions of all 10 atoms, in Å:
C1 -0.512 -0.367 1.721
N1 0.343 -0.010 -2.779
N2 -0.706 0.922 1.240
O1 -0.550 1.066 0.040
O2 1.504 -0.495 -0.673
S1 0.910 0.510 -1.459
H1 -0.662 -0.386 2.841
H2 -0.867 -1.234 1.190
H3 0.541 -0.577 1.396
H4 -0.001 0.570 -3.515

Lowest unoccupied orbital energy ... -0.92 eV
HOMO level ... -9.71 eV
Frontier orbital gap ... 8.79 eV
Maximum force ... 5.06 eV/Å
Energy ... -698.51611 Eh
Net charge ... 0

---

# 4
A 2-piece molecular cluster, CH4N2O2S overall at a distorted geometry, computed with ωB97M-V/def2-TZVPD.

Positions of all 10 atoms, in Å:
C1 0.970 0.325 -0.364
N1 0.451 -0.465 0.458
N2 -2.820 -0.029 -0.370
O1 -4.000 0.018 -0.380
O2 -2.278 -0.449 0.860
S1 0.044 1.120 -1.629
H1 1.981 0.502 -0.421
H2 1.242 -0.804 0.979
H3 -1.372 -0.630 0.573
H4 -1.237 0.555 -1.515

Lowest unoccupied orbital energy ... 0.29 eV
HOMO level ... -9.89 eV
SMILES string ... [H]/N=C/S.O=NO
Frontier orbital gap ... 10.18 eV
Maximum force ... 3.49 eV/Å
Energy ... -698.56660 Eh
Net charge ... 0

---

Here are the calculated energy above the lowest of the compared OMol25 structures with the same formula, charge and spin numbers, same order: 484.3; 52.8; 418.0; 285.5 (kJ/mol).